Entry 1:
A structure of composition C30H40N5O4S2V in a non-equilibrium geometry, computed with wB97M-V/def2-TZVPD.

Calculated values
- Multiplicity: 4
- Charge: +1
- E: -94752.5568 eV
- E_HOMO (spin up / spin down): -9.800 / -9.943 eV
- <S²>: 3.761
- Orbital gap (spin up / spin down): 7.3 / 7.2 eV
- Energy relative to the best compared isomer or geometry (same formula, charge and spin): 0.0 kJ/mol

Each line ends with the Löwdin charge.
CARTESIAN COORDINATES (ANGSTROEM)
V  9.5973  12.4620  9.8482  0.7666
C  6.4355  13.3767  11.3218  -0.1387
C  5.9520  13.2423  9.9039  -0.1701
O  6.5336  12.1337  9.2625  -0.1467
C  5.9645  10.8432  9.4188  -0.1740
C  6.0481  10.1969  10.7827  -0.1870
O  7.3741  10.2738  11.2551  -0.1757
C  7.5305  10.3229  12.6482  -0.1889
C  9.0057  10.3860  12.9617  -0.1089
O  9.6894  11.3780  12.1715  -0.1569
C  9.7860  12.7007  12.6134  -0.3443
C  8.4381  13.4563  12.6127  -0.1145
O  7.8819  13.4513  11.3098  -0.1986
H  6.1094  12.5193  11.9313  0.1064
H  6.0401  14.3049  11.7514  0.1453
H  6.2639  14.1155  9.3337  0.1220
H  4.8606  13.1928  9.9124  0.1428
H  6.5279  10.2446  8.7129  0.1054
H  4.9003  10.8217  9.1348  0.1401
H  5.7640  9.1601  10.6435  0.1369
H  5.3011  10.6530  11.4217  0.1221
H  7.1847  9.4095  13.1100  0.1356
H  6.9631  11.1661  13.0717  0.1101
H  9.5581  9.4446  12.6315  0.1666
H  9.1946  10.5966  13.9996  0.1246
H  11.6328  12.9371  11.6529  0.0807
H  10.2753  12.7929  13.6094  0.1410
H  8.5603  14.4798  12.9495  0.1407
H  7.7367  12.9863  13.3009  0.1231
C  11.1803  7.2371  6.8932  -0.0867
C  11.1642  7.6328  8.3654  -0.2586
N  11.8149  8.9529  8.5183  -0.0146
C  11.1324  10.1058  8.5197  -0.7469
S  9.4562  10.0298  9.0073  0.6939
N  11.8503  11.1911  8.1510  0.0062
N  11.2700  12.3401  8.4786  -0.0902
C  11.8079  13.4958  8.1489  -0.2516
C  13.1990  13.7139  7.6076  -0.0120
C  10.9390  14.6782  8.3560  -0.2185
C  11.2036  15.9408  7.8223  -0.0271
C  10.3005  16.9594  7.9681  -0.0594
C  9.1231  16.7501  8.6865  -0.0506
C  8.9232  15.5124  9.2122  -0.1129
N  9.7759  14.4905  9.0293  0.0247
H  10.5875  6.3598  6.6290  0.0759
H  12.1858  7.0088  6.5516  0.0693
H  10.8316  8.0613  6.2686  0.0757
H  11.6852  6.8643  8.9462  0.1146
H  10.1577  7.7195  8.7471  0.0399
H  12.7669  9.0617  8.1940  0.1392
H  13.7258  12.7908  7.5771  0.0622
H  13.7111  14.3712  8.3001  0.0747
H  13.2169  14.1553  6.6236  0.0836
H  12.1378  16.0889  7.2510  0.1303
H  10.4566  17.9634  7.5066  0.1356
H  8.4232  17.5719  8.8365  0.1177
H  8.0433  15.2998  9.8423  0.1083
N  10.6673  13.3058  11.5723  0.0625
S  14.2791  13.4924  12.2579  1.0107
C  14.0286  15.2278  11.9228  -0.5285
C  13.1436  15.6263  10.9230  -0.1078
C  12.8951  16.9703  10.6859  -0.0714
C  13.6038  17.9028  11.4044  -0.0666
C  14.5711  17.5146  12.3420  -0.0588
C  14.7756  16.1782  12.5965  -0.1050
C  13.1807  13.1158  13.6386  -0.5188
C  12.8899  11.7721  13.8344  -0.1387
C  12.1899  11.3471  14.9429  -0.1028
C  11.7449  12.2367  15.8805  -0.1005
C  11.9829  13.5773  15.6840  -0.0878
C  12.6483  14.0176  14.5600  -0.0899
H  10.7164  14.3140  11.7261  0.1088
H  12.6237  14.8771  10.3388  0.0673
H  12.2533  17.3499  9.9082  0.0889
H  13.4379  18.9761  11.2186  0.1187
H  15.1110  18.2341  12.8926  0.0984
H  15.4964  15.8851  13.3560  0.1181
H  13.2543  11.0362  13.1135  0.1156
H  12.0114  10.2571  15.0287  0.1267
H  11.2718  11.8499  16.7566  0.1053
H  11.6316  14.2711  16.4209  0.1076
H  12.8542  15.1044  14.5105  0.1199

=====

Entry 2:
A structure of composition C30H40N5PbS3SeSi, computed with wB97M-V/def2-TZVPD.

Calculated values
- Multiplicity: 1
- Charge: +3
- E: -150167.2727 eV
- E_HOMO: -15.235 eV
- Orbital gap: 6.9 eV
- Energy relative to the best compared isomer or geometry (same formula, charge and spin): 0.0 kJ/mol

Each line ends with the Löwdin charge.
CARTESIAN COORDINATES (ANGSTROEM)
Pb  0.7411  -0.9194  0.3287  1.0416
C  -1.2554  -3.9120  -0.4068  -0.4830
C  -0.2840  -4.5010  0.6032  -0.4484
S  0.5702  -3.3064  1.6885  0.8352
C  2.3026  -3.8325  1.5609  -0.4645
C  2.9028  -3.9197  0.1637  -0.4342
S  2.7643  -2.4174  -0.8660  0.8120
C  2.1124  -3.0641  -2.4314  -0.4695
C  0.7198  -3.6953  -2.4429  -0.4642
S  -0.5794  -2.7331  -1.6151  0.7986
H  -2.0679  -3.3704  0.0790  0.0906
H  -1.7084  -4.7273  -0.9709  0.1051
H  0.4816  -5.1026  0.1206  0.0732
H  -0.8357  -5.1560  1.2779  0.1039
H  2.3616  -4.8106  2.0392  0.1108
H  2.8417  -3.1258  2.1918  0.0716
H  3.9703  -4.1082  0.2686  0.1024
H  2.4865  -4.7395  -0.4199  0.0823
H  2.8442  -3.7949  -2.7780  0.1052
H  2.1709  -2.2125  -3.1103  0.0923
H  0.7206  -4.6993  -2.0216  0.0846
H  0.4128  -3.7882  -3.4839  0.0977
N  4.6162  -0.1104  2.7268  0.1659
C  3.9264  -0.3364  1.5982  -0.1663
N  2.6432  -0.5372  1.8380  -0.0844
C  2.4888  -0.4243  3.2274  -0.2615
C  1.3453  -0.5293  4.0222  -0.0342
C  1.5063  -0.3735  5.3823  -0.0473
C  2.7720  -0.1284  5.9491  -0.0398
C  3.9061  -0.0175  5.1721  0.0171
C  3.7281  -0.1606  3.7987  -0.1832
H  5.6072  0.0683  2.7801  0.1808
H  4.3899  -0.3534  0.6210  0.1314
H  0.3646  -0.7221  3.5958  0.0846
H  0.6442  -0.4430  6.0337  0.1208
H  2.8559  -0.0300  7.0238  0.1233
H  4.8810  0.1595  5.6112  0.1297
C  -0.6947  6.0630  0.5349  0.0358
N  0.2323  5.7440  -0.5577  -0.0137
C  0.3855  4.5863  -1.1875  -0.4852
Se  -0.4668  2.8912  -0.9388  1.1355
N  1.3016  4.7390  -2.1517  0.1415
C  1.7603  6.0625  -2.1630  -0.1569
C  2.6911  6.7216  -2.9549  0.0149
C  2.9174  8.0480  -2.6492  -0.0356
C  2.2418  8.6911  -1.5977  -0.0328
C  1.3170  8.0292  -0.8165  0.0211
C  1.0944  6.6941  -1.1304  -0.1401
H  -1.4294  5.2752  0.6263  0.0640
H  -1.1939  6.9985  0.2979  0.1140
H  -0.1450  6.1647  1.4683  0.1160
H  1.5655  4.0222  -2.8079  0.1673
H  3.2041  6.2294  -3.7709  0.1260
H  3.6321  8.6100  -3.2358  0.1243
H  2.4496  9.7341  -1.3985  0.1248
H  0.7926  8.5305  -0.0132  0.1260
C  -3.2030  3.5694  2.5560  -0.1514
Si  -2.4550  2.3462  1.3839  0.4092
C  -3.4944  2.1639  -0.1319  -0.1992
C  -2.1742  0.6810  2.1721  -0.1622
N  -0.8036  2.9082  0.8492  -0.4370
C  0.3260  2.9475  1.7298  -0.3578
C  1.6533  2.9174  1.2914  -0.0961
C  2.7036  3.0548  2.1974  -0.0834
C  2.4601  3.2072  3.5516  -0.0758
C  1.1431  3.2187  3.9959  -0.0508
C  0.0909  3.0991  3.1027  -0.0436
H  -4.2653  3.6900  2.3201  0.0546
H  -2.7357  4.5552  2.4872  0.0371
H  -3.1407  3.2381  3.5967  0.0488
H  -4.4832  1.8043  0.1738  0.0584
H  -3.0974  1.4498  -0.8577  0.0215
H  -3.6399  3.1196  -0.6422  0.0442
H  -3.0660  0.3444  2.7102  0.0595
H  -1.3470  0.7167  2.8891  0.0163
H  -1.9576  -0.0688  1.4034  -0.0149
H  1.8850  2.8079  0.2403  0.0595
H  3.7220  3.0700  1.8236  0.1120
H  3.2777  3.3275  4.2518  0.1161
H  0.9276  3.3499  5.0494  0.1223
H  -0.9222  3.1527  3.4804  0.0857

=====

Entry 3:
A cluster of 10 separate species, C30H40O30 in total in a non-equilibrium geometry, computed with wB97M-V/def2-TZVPD.

Calculated values
- Multiplicity: 1
- E: -93179.3407 eV
- E_HOMO: -9.972 eV
- Orbital gap: 9.7 eV
- Energy relative to the best compared isomer or geometry (same formula, charge and spin): 495.7 kJ/mol
- Structure (SMILES): O=C1OCCO1.O=C1OCCO1.O=C1OCCO1.O=C1OCCO1.O=C1OCCO1.O=C1OCCO1.O=C1OCCO1.O=C1OCCO1.O=C1OCCO1.O=C1OCCO1

Each line ends with the Löwdin charge.
CARTESIAN COORDINATES (ANGSTROEM)
C  -1.6564  3.4844  2.3057  -0.1753
C  -1.4343  4.3703  1.1103  -0.0810
O  -2.4848  5.3847  1.1311  0.1017
C  -3.1132  5.2488  2.2586  -0.6081
O  -3.9556  6.0149  2.5867  0.1689
O  -2.5803  4.2160  3.0015  0.0642
H  -0.6907  3.5115  2.8104  0.1231
H  -1.8953  2.4243  2.2196  0.1270
H  -1.5218  3.7952  0.1885  0.1152
H  -0.4202  4.7628  1.1857  0.1179
C  -5.7282  -5.1040  2.2772  -0.1437
C  -4.9056  -3.9526  2.5487  -0.1368
O  -4.1137  -4.3594  3.6452  0.0870
C  -4.5117  -5.5232  4.1386  -0.5841
O  -4.2343  -5.9865  5.2416  0.1236
O  -5.5577  -5.8423  3.4512  0.0949
H  -5.2746  -5.6309  1.4377  0.1334
H  -6.7693  -5.0224  1.9647  0.1450
H  -5.5679  -3.1494  2.8716  0.1378
H  -4.2661  -3.5161  1.7815  0.1353
C  -0.2364  0.2704  0.4286  -0.1162
C  0.2706  -0.5674  -0.7203  -0.1175
O  -0.8431  -1.4444  -0.7673  0.0599
C  -1.9336  -1.0610  -0.0859  -0.5202
O  -3.0615  -1.5626  -0.0941  0.1016
O  -1.6495  0.0989  0.5293  0.0705
H  0.0555  1.2437  0.0343  0.1209
H  0.2571  -0.0218  1.3555  0.1174
H  1.1671  -1.1640  -0.5516  0.1018
H  0.2218  0.0032  -1.6478  0.1107
C  0.3303  3.6648  -4.0211  -0.1181
C  0.2964  3.4431  -2.5188  -0.1322
O  -0.9580  2.8484  -2.2927  0.0368
C  -1.6142  2.5835  -3.4442  -0.5176
O  -2.7586  2.2099  -3.4711  0.1482
O  -0.8617  3.0519  -4.4904  0.0610
H  1.2304  3.1256  -4.3164  0.1181
H  0.3501  4.7208  -4.2906  0.1346
H  0.2289  4.4634  -2.1414  0.1375
H  1.1045  2.7875  -2.1942  0.1012
C  4.6202  -2.7715  -0.5010  -0.1144
C  5.1732  -2.6140  0.8848  -0.0870
O  4.0002  -2.4781  1.6728  0.0737
C  2.9100  -2.6315  0.9399  -0.6252
O  1.7685  -2.6392  1.4302  0.1279
O  3.2620  -2.7703  -0.2551  0.0959
H  5.0772  -3.6630  -0.9306  0.1358
H  4.8979  -1.9165  -1.1174  0.1422
H  5.6716  -1.6602  1.0578  0.1361
H  5.6563  -3.5300  1.2248  0.1424
C  1.9217  -0.8789  -6.1194  -0.1462
C  3.3607  -0.4916  -5.9741  -0.0915
O  3.3185  0.2686  -4.7447  0.1017
C  2.1350  0.0812  -4.1583  -0.5613
O  1.7238  0.5570  -3.1222  0.1263
O  1.4102  -0.7761  -4.8518  0.0706
H  1.6605  -1.8411  -6.5601  0.1487
H  1.4561  -0.0563  -6.6621  0.1404
H  3.6946  -0.0316  -6.9041  0.1369
H  4.0521  -1.3261  -5.8569  0.1230
C  0.4372  0.2817  7.1673  -0.1334
C  0.2212  1.8249  6.8633  -0.0860
O  -0.1305  1.7692  5.4956  0.0653
C  0.4271  0.6426  5.0086  -0.5594
O  0.3947  0.2958  3.8307  0.1188
O  0.9080  -0.0840  5.9705  0.0825
H  -0.5209  -0.2345  7.2287  0.1397
H  1.0426  0.0676  8.0480  0.1390
H  1.1371  2.4044  6.9786  0.1329
H  -0.6418  2.1780  7.4278  0.1333
C  3.5151  1.3109  1.4398  -0.1249
C  3.2942  1.0608  0.0273  -0.1004
O  2.4869  2.2102  -0.2985  0.0645
C  2.6267  3.2121  0.4900  -0.5450
O  2.1215  4.3252  0.3804  0.1282
O  3.2076  2.7022  1.6376  0.0649
H  4.5611  1.1360  1.6919  0.1385
H  2.8071  0.7125  2.0131  0.1340
H  2.6846  0.1722  -0.1369  0.1064
H  4.2046  0.9130  -0.5536  0.1408
C  -5.8734  1.5080  -0.4256  -0.1148
C  -4.4204  1.8673  -0.1155  -0.1253
O  -4.5591  3.0118  0.7040  0.0390
C  -5.7930  3.6214  0.4108  -0.4448
O  -6.3052  4.6815  0.8192  0.1203
O  -6.5276  2.7659  -0.3295  0.0546
H  -6.3562  0.8614  0.3071  0.1276
H  -5.9634  0.9394  -1.3512  0.1324
H  -3.8064  1.9707  -1.0102  0.1214
H  -4.0662  1.0378  0.4965  0.1158
C  2.6073  -4.9818  -2.8095  -0.0479
C  2.1927  -3.5689  -3.4525  -0.0701
O  3.3524  -3.3117  -4.2174  0.0099
C  4.4286  -4.0451  -3.7957  -0.5768
O  5.5642  -3.7993  -4.0968  0.1558
O  4.0172  -4.8076  -2.8123  0.0397
H  2.2311  -5.9469  -3.1488  0.1329
H  2.4000  -5.0075  -1.7397  0.1206
H  1.9617  -2.7216  -2.8068  0.1212
H  1.4468  -3.6264  -4.2452  0.1277

=====

Look up the multiplicity of the first one.
4

=====

Look up the E of the third one.
-93179.3407 eV

=====

Which formula does entry 2 have?
C30H40N5PbS3SeSi